Molecular formula: C32H47AsN5O3PtS
Method: DFT, wB97M-V/def2-TZVPD

```
90
Properties=species:S:1:pos:R:3:mulliken_charge:R:1
Pt 0.5175 0.0373 0.2239 2.6423
N 2.5072 0.6345 0.0281 -0.5784
C 2.5857 2.1085 0.1896 -0.1179
C 3.6807 2.7441 -0.6648 -0.9711
C 3.5116 2.6212 -2.1857 -0.3018
C 2.7019 3.7426 -2.8511 -1.2465
N 1.2482 3.7412 -2.7168 -0.1061
C 0.3759 2.9218 -3.2867 0.8546
N -0.8717 2.8914 -2.8371 -0.2878
N 0.7407 2.1499 -4.3242 -0.3675
C 1.2245 2.7615 -0.0972 0.3738
O 1.1666 3.9681 -0.2661 -0.9347
O 0.2085 1.9668 -0.2417 -0.9836
H 3.2068 0.1591 0.5884 0.3551
H 2.6842 0.3675 -0.9371 0.3937
H 2.7886 2.2726 1.2501 0.4222
H 4.6328 2.3016 -0.3617 0.4981
H 3.7349 3.8051 -0.4185 0.3878
H 3.1444 1.6355 -2.4927 0.2219
H 4.5038 2.7003 -2.6345 0.3722
H 2.9679 3.8014 -3.9094 0.4788
H 3.0064 4.6936 -2.4162 0.4025
H 0.9030 4.2580 -1.9145 0.4069
H -1.0239 3.1355 -1.8653 -0.0057
H -1.5335 2.2384 -3.2301 0.2767
H 1.5672 2.3811 -4.8479 0.2086
H 0.0337 1.6161 -4.8021 0.2164
C 0.4489 5.6019 2.9654 -1.6790
C -0.2994 4.3287 2.6970 0.2001
C -1.4491 4.3110 1.9299 -0.8559
C -2.1179 3.1248 1.6339 -0.5491
C -3.3488 3.2261 0.7616 -2.0522
C -1.6295 1.9060 2.1267 1.7632
As -2.6526 0.3472 1.4985 0.9090
N -1.4835 -0.2655 0.1723 -0.7930
C -2.0059 -0.6672 -1.0425 1.4972
C -1.1849 -1.3226 -1.9907 -0.6866
C -1.6666 -1.7304 -3.2271 -0.7943
C -2.9880 -1.5165 -3.5917 -0.6790
C -3.8233 -0.9139 -2.6580 -0.7468
C -3.3596 -0.5113 -1.4173 -0.8612
C -2.4665 -0.9791 2.9335 0.2227
C -2.3589 -2.3358 2.6003 0.0921
C -2.5273 -2.8362 1.1846 -1.4172
C -2.2117 -3.2787 3.6152 -0.7837
C -2.2398 -2.9249 4.9556 0.3294
C -2.0706 -3.9490 6.0437 -1.6216
C -2.5169 -1.5985 5.2627 -0.5092
C -2.6637 -0.6272 4.2792 0.5110
C -3.1031 0.7510 4.7146 -1.6594
C -0.4711 1.9095 2.9276 1.0702
C 0.1518 0.6786 3.5467 -1.9018
C 0.1642 3.1162 3.1922 -0.8160
H -0.1263 6.4734 2.6559 0.3964
H 1.3922 5.6071 2.4146 0.2688
H 0.6843 5.7070 4.0253 0.3876
H -1.8382 5.2435 1.5356 0.3441
H -3.5498 4.2696 0.5220 0.4539
H -4.2326 2.8147 1.2498 0.3911
H -3.2276 2.6843 -0.1803 0.3226
H -0.1556 -1.5418 -1.7343 0.3572
H -0.9953 -2.2482 -3.9047 0.4103
H -3.3641 -1.8367 -4.5533 0.4157
H -4.8677 -0.7529 -2.8961 0.4154
H -4.0550 -0.0479 -0.7310 0.4964
H -3.3325 -2.3057 0.6720 0.3605
H -2.7944 -3.8943 1.2015 0.4561
H -1.6480 -2.6909 0.5573 0.0865
H -2.1261 -4.3290 3.3482 0.4086
H -1.7687 -4.9141 5.6373 0.3544
H -3.0025 -4.0967 6.5923 0.3496
H -1.3170 -3.6332 6.7666 0.3686
H -2.6594 -1.3143 6.3009 0.4883
H -3.6860 0.6699 5.6319 0.5704
H -3.7326 1.2367 3.9682 0.3264
H -2.2675 1.4223 4.9107 0.2441
H 0.1409 -0.1727 2.8635 0.0539
H -0.3546 0.3618 4.4565 0.3552
H 1.1902 0.8918 3.8098 0.4656
H 1.0628 3.1099 3.8029 0.5181
C 2.6593 -2.8530 2.4806 -1.3829
S 0.9911 -2.6655 1.8707 1.0604
C 0.7509 -4.3470 1.3197 -1.2113
O 1.1749 -1.8802 0.5610 -0.7329
H 2.6447 -3.5650 3.3055 0.4771
H 2.9907 -1.8848 2.8512 0.3010
H 3.3026 -3.2039 1.6749 0.4266
H 0.6652 -4.9840 2.1997 0.4233
H 1.5912 -4.6477 0.6958 0.4608
H -0.1756 -4.3714 0.7537 0.3126
```

Its spin multiplicity is 1. As for the total charge: +1. The calculation puts the HOMO-LUMO gap at 6.66 eV. As for the energy above the lowest of the compared OMol25 structures with the same formula, charge and spin: 0.0 kcal per mole. The calculated total energy is -4500.19496 hartree.